{"formula": "C5H14N5", "method": "ωB97M-V/def2-TZVPD", "symbols": ["N", "N", "N", "N", "N", "C", "C", "C", "C", "C", "H", "H", "H", "H", "H", "H", "H", "H", "H", "H", "H", "H", "H", "H"], "coordinates": [[-1.8356, -1.5106, 0.1909], [0.2737, -0.6974, 0.1996], [1.2579, 0.2094, -0.2679], [0.6380, 1.9210, 1.1417], [-1.2356, 0.8115, -0.0771], [1.4485, 1.3693, 0.2461], [2.0460, -0.4392, -1.3191], [-1.0296, -0.4454, 0.0959], [0.8957, -1.7433, 1.1433], [-2.4566, 1.3397, -0.7075], [1.5090, -0.9710, 1.8219], [-0.0266, -2.1447, 1.6366], [-2.8390, -1.4959, 0.0584], [-2.2043, 1.4730, -1.7966], [0.9577, 2.7803, 1.4844], [-1.5582, -2.4004, 0.4402], [-3.1540, 0.4269, -0.6556], [-2.8758, 2.1993, -0.1704], [2.3464, 1.8694, -0.0944], [1.4889, -1.2803, -1.7331], [2.9782, -0.7382, -1.0094], [-0.3281, 1.6146, 0.8685], [2.1460, 0.3187, -2.0862], [1.5575, -2.4667, 0.5899]], "mulliken_charge": [-0.39, -0.16, -0.11, -0.33, -0.47, 0.14, -1.06, 0.95, -0.91, -0.92, 0.29, 0.41, 0.18, 0.31, 0.23, 0.15, 0.19, 0.30, 0.47, 0.33, 0.38, 0.34, 0.45, 0.22], "e_above_lowest_kcal_mol": 31.3, "smiles": "C/N=C(\\N)N(C)N(C)C=[NH2+]", "gap_ev": 9.86, "e_homo_ev": -12.63, "total_energy_ha": -472.3784, "total_charge": 1}